Record 1
43
Properties=species:S:1:pos:R:3:forces:R:3:nbo_charge:R:1 method="wB97M-V/def2-TZVPD" gap_ev="6.096 / 6.630" total_charge=+3 multiplicity=2 lumo_ev="-13.380 / -12.643" s2=0.896
H 3.56672 0.70144 -1.19386 -0.1 -0.1 0.1 0.262
O -1.40369 -1.54260 0.17050 1.4 2.2 -1.0 -0.517
H -0.02009 2.31305 1.67325 0.0 -0.2 0.1 0.218
H -2.85607 -1.52069 1.65363 0.2 -0.1 -0.1 0.263
O -0.05460 0.23637 1.58545 0.5 -0.3 -1.1 -0.540
H -0.52678 -3.37072 0.66739 -0.1 0.2 0.0 0.238
C 1.96814 1.45123 1.30662 -0.1 0.5 1.3 -0.104
H 0.71440 2.09111 -5.35381 0.0 0.0 0.0 0.264
C 0.05379 1.50200 -4.73221 0.2 -0.2 -0.1 -0.141
H 2.65237 0.79216 1.85173 -0.1 0.0 -0.3 0.237
H -1.57102 -3.37966 -0.77048 0.1 0.1 0.1 0.259
H -1.95734 -1.23873 -4.94206 0.0 -0.1 0.0 0.269
H -1.32730 -0.07520 3.20618 0.1 0.0 -0.2 0.270
H -2.49686 -0.56089 -2.64185 -0.1 0.0 0.1 0.245
C -1.12265 1.14664 -2.61963 0.5 -0.6 -0.7 -0.226
H -0.29386 0.02239 -6.26348 -0.1 0.1 0.0 0.271
C 2.90935 0.12872 -0.52907 1.0 -0.9 -0.6 -0.102
H 1.01755 -3.50793 -1.13907 -0.2 0.1 0.0 0.262
Re -0.18668 0.21099 -0.52736 -0.2 1.4 0.7 1.683
H 0.12301 -2.34598 -2.15381 0.1 0.0 0.2 0.210
O 1.17748 -1.52003 -0.56360 -0.9 0.6 0.3 -0.571
C -1.73487 -0.02568 -3.19740 0.2 0.4 0.2 -0.144
C 2.32671 -1.07858 -1.28959 0.9 0.5 -0.6 -0.106
C 0.58811 1.44919 1.98203 0.7 1.1 0.1 -0.111
C -1.35416 -0.03858 2.11047 -1.4 -0.5 0.2 -0.111
H 3.07303 -1.88228 -1.34046 -0.1 0.2 0.1 0.264
H 0.21620 2.81458 -3.06281 0.0 0.1 0.1 0.250
C -1.60093 1.68853 -1.36657 0.1 -1.4 0.9 -0.624
H -2.62971 1.44047 -1.09477 0.1 0.1 0.0 0.274
H -2.05500 0.75299 1.80280 0.2 -0.1 0.1 0.219
H 2.03590 -0.80965 -2.31781 0.0 -0.1 0.2 0.211
H -1.28614 -2.20928 2.14650 0.0 0.1 -0.3 0.237
C -0.53805 0.34466 -5.25709 -0.1 0.1 0.3 -0.051
H 3.50091 -0.21514 0.32457 -0.2 0.1 0.0 0.239
H 0.71065 1.48105 3.07163 0.0 -0.1 -0.2 0.271
C 0.41543 -2.59132 -1.12147 -0.7 -0.9 -0.4 -0.105
O 1.85655 1.00469 -0.06621 -2.7 -1.1 -0.7 -0.507
H 2.37211 2.47081 1.31849 0.0 -0.2 -0.1 0.267
H -1.36644 2.73944 -1.18302 0.2 -0.1 0.3 0.297
C -0.81624 -2.80495 -0.22147 0.6 -1.1 -0.6 -0.102
C -1.76811 -1.41669 1.56514 -0.4 0.3 1.3 -0.104
C -1.45255 -0.39399 -4.49366 0.2 -0.1 -0.1 -0.190
C -0.20650 1.89397 -3.44033 -0.2 -0.3 0.2 -0.125

***

Record 2
12
Properties=species:S:1:pos:R:3:forces:R:3:nbo_charge:R:1 method="wB97M-V/def2-TZVPD" gap_ev=9.266 lumo_ev=0.530 smiles="C=NOC(=S)ON=C"
C 0.26773 -0.42124 -0.18203 -0.1 0.1 0.0 0.468
C -2.94889 -1.10717 0.79251 0.6 0.2 0.0 -0.104
S 1.56717 -1.21387 -0.73313 -0.2 0.0 0.1 -0.088
N -1.95483 -0.33065 0.60545 -0.7 -0.3 0.2 -0.111
O 0.12727 0.88247 0.09647 0.0 0.1 0.1 -0.385
H 1.89580 3.52715 0.05391 0.3 0.1 0.0 0.202
H -3.82943 -0.66585 1.26262 0.3 -0.1 -0.2 0.203
H -2.92431 -2.17077 0.53340 0.0 0.3 0.1 0.192
H 0.11312 3.21967 0.55292 0.2 -0.2 -0.1 0.189
C 1.07391 2.84928 0.18268 -0.4 -0.8 0.0 -0.100
O -0.89231 -1.07269 0.04166 0.0 -0.3 -0.1 -0.384
N 1.30255 1.63182 -0.11070 -0.1 0.8 0.1 -0.081

***

Record 3
108
Properties=species:S:1:pos:R:3:forces:R:3:mulliken_spin:R:1 method="wB97M-V/def2-TZVPD" gap_ev="5.817 / 6.206" total_charge=+1 multiplicity=2 lumo_ev="-4.561 / -4.243" s2=1.175
H 4.76292 2.72488 2.09795 0.0 0.0 0.0 0.000
C -4.51373 2.68302 -0.10097 0.2 0.0 0.0 0.005
O -1.34546 -0.53227 1.65231 1.2 2.1 -0.6 0.035
C 4.29361 -2.76253 0.53811 0.0 0.1 -0.1 -0.017
C -1.53612 -1.81841 1.38404 -0.1 -1.5 -0.5 0.032
C -1.44277 2.97174 2.11358 -0.5 0.6 -0.1 -0.002
N 1.48008 5.33842 1.21074 -0.3 -0.7 -0.5 0.000
C 3.92850 -0.59167 1.63898 -0.6 0.4 0.1 0.007
C 0.55181 6.52396 -0.76256 0.3 -0.6 -0.4 -0.001
C -3.34521 -1.08049 3.82666 0.0 -0.1 -0.1 -0.002
O -0.39618 2.20485 2.18819 0.6 -0.7 -0.6 0.026
C 5.94079 0.41736 2.80892 -0.1 0.0 0.0 -0.003
N -1.96649 1.61998 0.16752 -0.2 0.3 -0.3 0.019
C 1.15118 6.47174 0.59040 0.3 0.3 0.4 0.001
Re -0.09476 0.77847 0.73589 0.5 -1.9 2.4 0.830
H -2.56754 -5.90676 -1.32573 0.0 0.0 0.0 0.000
H 0.42443 -6.33478 0.90249 0.0 0.0 0.0 0.000
H 0.20186 7.51867 -1.00909 0.0 0.0 -0.1 0.000
H 0.01125 -4.29452 -0.38353 -0.1 -0.1 0.0 0.002
C 3.01960 -2.68613 -0.01527 0.0 -0.1 0.0 -0.008
C 4.36553 1.86546 1.55486 0.0 -0.1 0.1 0.002
H 6.29008 1.30826 3.33135 0.0 0.0 0.0 0.000
H 0.30102 5.98882 -2.75509 -0.2 0.0 0.0 0.001
C 0.56411 5.62558 -1.76814 -0.1 0.4 0.4 0.004
C 2.20487 -1.62329 0.30485 -0.3 0.7 0.2 -0.009
Se 0.48461 -1.37865 -0.54915 0.1 -0.3 0.2 -0.018
C -1.73814 -6.12572 0.67288 0.1 -0.1 0.0 0.002
H -4.53804 -3.58710 3.68857 0.0 0.0 0.0 0.000
C 1.89420 3.70544 -2.63626 0.1 -0.3 0.1 -0.007
C -0.71584 -3.85325 0.28643 0.0 0.0 -0.1 0.005
H -0.48632 -7.83155 1.14050 0.0 0.0 0.0 0.000
H -4.17937 -0.49938 4.22425 0.0 0.0 0.0 0.000
C -2.42369 2.54443 1.03226 0.1 0.0 0.2 0.011
H 2.35678 8.57296 2.94517 0.0 0.0 0.0 0.000
C -2.75790 1.24848 -0.84555 0.0 -0.2 -0.2 -0.002
H 4.53074 -5.05354 1.98723 0.0 0.0 0.0 0.000
H 3.56612 -5.40105 0.54644 0.0 0.0 0.0 0.000
C -4.90600 -2.83350 2.99172 0.1 0.1 0.0 0.001
O -1.65672 3.96455 2.76562 0.0 -0.3 -0.1 0.030
C 2.36068 2.40021 -2.47316 0.0 0.4 -0.1 -0.002
C 5.18077 -3.96144 0.22515 0.0 -0.2 0.0 0.005
N 0.88883 2.07399 -0.62462 -0.3 0.7 -0.4 0.034
H 3.99016 1.67877 4.25192 0.0 0.0 0.0 -0.001
N 2.41173 6.52598 3.02041 0.2 0.0 0.4 0.000
C 2.09287 7.66232 2.42025 0.0 0.1 -0.2 0.000
H 2.34586 4.47727 2.86955 0.0 -0.1 0.0 0.000
H 5.57502 -3.26708 -1.79354 0.0 0.0 -0.1 0.000
C 0.46321 3.34124 -0.76129 0.1 -0.2 -0.9 -0.046
H 5.94554 -4.97736 -1.52871 0.0 0.0 0.0 0.000
C 6.61258 -3.77640 0.73376 -0.1 0.0 0.0 -0.001
C 0.98258 4.21368 -1.72929 0.0 0.0 0.7 -0.005
C 1.46635 7.69488 1.18644 -0.2 -0.1 -0.1 0.000
C -3.80131 -1.85733 2.58175 0.1 0.1 0.1 0.002
C 4.47019 0.60103 2.43014 -0.1 0.1 0.0 0.000
H 2.65616 -3.44493 -0.69656 0.0 0.0 0.0 0.002
H -2.98181 -7.83782 1.07347 0.0 0.0 0.0 0.000
C -2.98411 -6.76874 1.28507 0.1 0.1 0.0 0.000
O 1.74610 0.40528 1.43314 -1.8 0.9 0.2 0.075
H 6.56882 0.28647 1.92586 0.0 0.0 0.0 0.000
H -0.43175 3.62359 -0.23869 0.2 0.2 0.5 0.009
C -0.49294 -6.75490 1.31701 -0.1 0.0 0.0 0.000
H 3.09478 1.98071 -3.14464 0.1 0.0 0.0 0.001
C -1.69645 -4.61908 0.90244 0.0 0.1 0.0 -0.002
C 5.24060 -4.17872 -1.29583 0.0 0.0 0.1 0.001
C -0.66372 -2.49539 0.51483 -0.2 0.5 0.2 -0.003
H -5.70315 -2.28048 3.48873 0.0 0.0 0.0 0.000
H -2.35772 0.50770 -1.52530 0.0 0.0 0.0 0.006
C -4.02850 1.76070 -1.01774 0.0 0.0 0.1 -0.007
H -5.51548 3.07866 -0.19598 0.0 0.0 0.0 0.000
C 3.65736 0.78365 3.72388 0.0 -0.1 -0.1 0.003
H 4.94458 1.74359 0.63632 0.0 0.0 0.0 0.000
H 2.25793 4.32897 -3.44248 0.0 0.0 0.0 0.000
H -4.63118 1.42481 -1.84859 0.0 0.0 0.0 0.000
C 2.09552 5.41135 2.38609 -0.3 0.2 -0.4 -0.001
C 4.70768 -1.70181 1.34478 0.0 -0.1 -0.1 0.002
C 2.59497 -0.57356 1.15442 0.9 -1.1 -0.8 0.028
H 6.07878 -0.43369 3.47718 0.0 0.0 0.0 0.000
H -3.68900 -0.08552 1.33272 0.0 0.1 0.0 -0.006
H -3.89593 -6.34613 0.86002 0.0 0.0 0.0 0.000
H 3.80054 -0.07518 4.38140 0.0 0.0 0.0 0.000
H 5.70660 -1.73558 1.75049 0.0 0.0 0.0 0.003
H 1.24165 8.62503 0.68460 0.0 0.1 0.1 0.000
H 2.59576 0.88313 3.51624 0.0 0.1 0.0 -0.001
H -3.98922 3.81746 1.67530 0.0 0.0 0.0 0.000
H 7.21786 -4.62921 0.42742 0.0 0.0 0.0 0.000
H -1.83793 -7.48744 -1.01040 0.0 0.0 0.0 0.000
C -2.62314 -2.56835 1.90610 0.2 0.6 0.0 -0.005
C -4.39968 -0.87663 1.55827 0.0 0.0 0.1 0.005
H -5.30374 -0.41879 1.96456 0.0 0.0 0.0 0.000
H 6.64602 -3.72156 1.82259 0.0 0.0 0.0 0.000
C 4.57593 -5.19955 0.90706 0.1 0.0 -0.1 0.000
C -3.68638 3.09046 0.93512 -0.1 0.0 0.0 -0.001
H 4.27248 -4.46168 -1.70863 0.0 0.0 0.0 0.000
H -5.33614 -3.32996 2.12032 0.0 -0.1 0.0 0.000
H 2.28005 0.65562 -1.25522 -0.1 0.0 0.1 0.003
H 3.33350 2.07826 1.28757 -0.1 0.1 0.0 -0.001
H -2.53472 -0.39631 3.59231 0.0 0.0 0.0 -0.001
H 7.06545 -2.87545 0.31681 0.1 0.0 0.0 0.000
H -3.00072 -1.76702 4.60118 0.0 0.0 0.0 -0.001
H -4.65623 -1.39150 0.62982 0.0 0.0 0.0 -0.001
H -3.45333 -4.50736 2.09074 0.0 0.0 0.0 0.000
C -1.73517 -6.41557 -0.83703 0.0 0.0 0.1 0.000
C -2.64046 -3.93674 1.67150 0.1 -0.1 -0.1 0.002
H -3.00314 -6.64543 2.36863 -0.1 0.0 0.0 0.000
C 1.88398 1.64665 -1.43526 0.0 -0.4 0.1 -0.038
H -0.80798 -6.09119 -1.30929 0.0 0.0 0.0 0.000
H 5.19252 -6.07700 0.70480 0.0 0.0 0.0 0.000
H -0.49256 -6.58292 2.39413 0.0 0.0 0.0 0.000

***

Record 4
15
Properties=species:S:1:pos:R:3:forces:R:3:nbo_charge:R:1 method="wB97M-V/def2-TZVPD" gap_ev=10.270 lumo_ev=0.481
F 1.96301 2.09617 -0.95902 0.6 -0.1 0.5 -0.364
F -1.69389 -0.66280 1.23005 0.6 0.0 0.5 -0.342
H -2.41554 0.42183 -0.26237 1.9 -0.3 0.3 0.197
C -1.43368 -0.11488 0.01669 -3.2 -0.7 -0.8 0.237
C 2.14393 1.39793 0.24459 -0.4 1.0 -0.6 0.021
H 1.82968 -0.17423 2.34140 0.9 1.1 1.7 0.221
H 2.07062 -1.20114 1.04434 1.0 -0.7 -0.7 0.227
C 1.00257 0.49486 0.46723 -2.4 0.1 0.1 0.060
H 0.56218 -1.16206 1.77610 -0.6 -0.1 0.2 0.242
H -0.31028 1.28891 -0.97636 0.2 1.2 -0.8 0.235
Cl -1.56804 -1.55540 -1.17925 0.4 0.6 0.3 -0.137
H 3.03809 0.76790 0.21597 0.2 0.5 -0.2 0.180
C 1.37964 -0.53210 1.48127 -1.9 -0.8 -1.1 -0.663
C -0.21481 0.66158 -0.14274 2.5 -1.1 1.2 -0.303
H 2.19405 2.15596 1.06660 0.2 -0.6 -0.6 0.189

***

Record 5
93
Properties=species:S:1:pos:R:3:forces:R:3:lowdin_charge:R:1 method="wB97M-V/def2-TZVPD" gap_ev=6.775 total_charge=+2 lumo_ev=-5.406
N -0.15768 0.88021 0.52112 0.2 0.0 -0.1 -0.004
S -1.80575 -0.30684 -1.90011 -0.3 -0.1 0.0 0.792
I 0.31268 -0.25968 -5.37526 0.0 0.0 0.1 0.980
N 2.03754 -1.05286 0.10812 -0.4 -0.3 0.3 -0.120
H 2.04161 -0.70840 1.06615 0.1 0.0 0.1 0.110
H 4.60915 2.15560 2.94798 0.0 0.0 0.0 0.110
O -1.07364 -1.68498 4.44361 0.0 0.0 0.0 -0.083
H 0.91827 6.38237 1.38846 0.0 0.0 0.0 0.116
I 5.93161 -2.33362 -4.91769 0.0 0.0 0.0 0.915
O 2.92673 1.56854 1.87406 0.0 0.0 0.1 -0.126
C -1.53964 -3.02612 0.56262 0.0 0.1 0.0 -0.121
H -0.46939 4.48979 2.19981 0.0 0.0 0.0 0.125
Pt 0.08786 -0.80163 -0.62377 0.2 0.4 -0.2 1.335
C 3.12594 -0.60953 -2.09434 0.1 0.0 0.0 -0.177
H 4.49138 0.43936 2.49741 0.0 0.0 0.0 0.096
H -1.14256 -3.42586 5.58537 0.0 0.0 0.0 0.105
C -2.29071 3.82480 -0.16321 -0.1 0.0 0.0 -0.009
O -2.42901 1.97239 1.40968 -0.1 0.0 0.0 -0.120
N -3.58675 -0.50250 0.26235 0.1 -0.1 0.0 0.111
C 4.32558 1.45951 2.15814 0.0 0.0 0.0 -0.053
C 3.13161 -1.17900 -4.80365 0.1 -0.1 0.0 -0.209
C 3.07901 -0.27605 -0.63885 0.1 0.0 -0.1 -0.099
N -4.47400 -0.56569 -1.69452 0.0 0.0 0.0 -0.106
H 0.15554 1.94536 3.52293 0.0 0.0 0.0 0.172
C 0.53270 -4.04138 -3.45932 0.0 0.0 0.0 -0.007
H -5.39389 -0.67414 1.42939 0.0 0.0 0.0 0.132
C -1.57391 -2.42456 5.56173 0.0 0.0 0.0 -0.035
C 2.45074 2.84607 1.70841 0.0 0.0 0.0 -0.223
H 0.04178 -4.37842 -4.36082 0.0 0.0 0.0 0.128
H -2.66207 -2.48516 5.52587 0.0 0.0 0.0 0.102
H -1.95088 5.36982 -1.59927 0.0 0.0 0.0 0.116
C -1.28925 -2.18800 3.20652 0.0 0.0 0.0 -0.228
H 0.18628 4.41017 -2.40774 0.0 0.0 0.0 0.117
C 1.98157 -0.32151 -2.84925 -0.1 0.0 0.0 -0.444
H -2.88430 -0.42951 0.98333 0.0 0.0 0.0 0.130
H -5.67273 -0.45086 -3.38503 0.0 0.0 0.0 0.104
C -1.81244 2.64882 0.39528 0.0 0.1 -0.1 -0.250
H 2.85144 0.77662 -0.46953 -0.1 -0.1 0.0 0.122
C 3.22326 3.89727 1.23429 0.0 0.0 0.0 0.002
H -6.53281 -0.73648 -1.08213 0.0 0.0 0.0 0.138
C -3.62044 2.54351 1.93755 0.0 0.0 0.0 -0.055
C -0.81603 -1.86234 0.84090 0.0 -0.1 0.1 -0.282
C 1.11289 3.07200 2.03646 0.1 0.0 0.0 -0.170
C -5.50522 -0.65864 -0.77513 0.0 0.1 0.0 -0.010
O 0.91812 0.21375 -2.25588 0.1 0.0 -0.1 -0.357
H 4.93191 1.65028 1.27211 0.0 0.0 0.0 0.092
C 1.72132 -3.09213 -1.18795 -0.1 0.0 0.0 -0.230
H 1.70853 -2.94640 0.93101 0.0 0.0 0.0 0.137
H -3.94059 1.88684 2.74267 0.0 0.0 0.0 0.096
C -2.12255 -3.74629 1.58956 0.0 0.0 0.0 -0.055
C 0.56805 4.33976 1.92854 0.0 0.0 0.0 -0.007
H 0.29245 -0.24626 3.49754 0.0 0.0 0.0 0.157
C -2.00169 -3.33881 2.91519 0.0 0.0 0.0 0.001
H 2.15850 -5.44162 -3.56143 0.0 0.0 0.0 0.131
N 0.03008 -0.29736 2.52357 0.0 0.0 0.0 0.162
H 3.23470 -4.56535 -1.49428 0.0 0.0 0.0 0.136
C -4.62040 -0.57159 -3.14676 0.0 0.0 0.0 -0.001
C 4.25904 -1.45768 -4.03467 0.0 0.0 0.1 -0.740
C -0.60447 2.10935 -0.06281 -0.1 0.0 -0.1 -0.249
C -0.70806 -1.45032 2.15769 0.0 0.0 0.0 -0.191
C -0.37357 3.91851 -1.62456 -0.1 0.0 0.0 -0.048
H -4.05819 0.25432 -3.57718 0.0 0.0 0.0 0.091
H -0.88728 -2.46168 -3.08289 0.0 0.0 0.0 0.060
C -0.00019 -2.98343 -2.75267 0.0 0.1 0.0 -0.126
H -1.65651 -3.36795 -0.45740 0.0 0.0 0.0 0.095
C 0.10573 2.74362 -1.06559 0.1 0.0 0.0 -0.022
H -2.45463 -3.92238 3.70303 0.0 0.0 0.0 0.116
H 4.25999 3.74330 0.97037 0.0 0.0 0.0 0.117
C 1.70758 -4.62553 -3.01283 0.0 0.0 0.0 0.007
C 2.00545 -0.62706 -4.21680 0.0 0.1 0.1 -0.632
C 2.26433 -2.51972 0.09342 0.1 0.0 -0.1 -0.082
H -4.25730 -1.51309 -3.55491 0.0 0.0 0.0 0.103
C 4.25571 -1.16764 -2.67719 0.0 -0.1 -0.1 -0.108
C -3.30250 -0.48038 -1.04274 0.1 -0.1 0.0 -0.607
C -4.94927 -0.62359 0.45227 0.0 0.0 0.0 -0.031
H 1.02775 2.30152 -1.41977 -0.1 0.1 0.1 0.109
H -1.26863 -1.87312 6.44451 0.0 0.0 0.0 0.101
H -4.40262 2.60098 1.17719 0.0 0.0 0.0 0.098
H -2.67770 -4.64756 1.36439 0.0 0.0 0.0 0.119
C 2.66345 5.16177 1.11574 0.0 0.0 0.0 -0.045
H -3.43368 3.53995 2.34186 0.0 0.0 0.0 0.102
C -1.56865 4.45232 -1.17218 0.0 0.0 0.0 -0.050
H 4.03532 -0.50877 -0.16561 0.0 0.1 0.0 0.132
C 2.30935 -4.14288 -1.86131 0.0 0.0 0.1 0.026
N 0.58376 -2.52339 -1.63957 0.0 -0.1 0.1 -0.053
H 3.32134 -2.76188 0.21610 0.0 0.0 0.0 0.145
H 3.12837 -1.40268 -5.86188 0.0 0.0 0.0 0.088
H 5.12929 -1.37672 -2.07096 0.0 0.0 0.0 0.107
C 0.05745 0.86163 1.82375 0.1 0.1 0.0 -0.368
H -3.21718 4.26355 0.17964 0.0 0.0 0.0 0.112
N 0.33853 1.97606 2.53166 -0.1 0.0 0.0 0.171
C 1.34280 5.39189 1.47106 0.0 0.0 0.0 -0.053
H 3.27469 5.97540 0.74903 0.0 0.0 0.0 0.118

***

Record 6
14
Properties=species:S:1:pos:R:3:forces:R:3:nbo_charge:R:1 method="wB97M-V/def2-TZVPD" gap_ev=10.809 lumo_ev=0.924 smiles=N[C@H]1CC(O)(O)O1
H 1.53292 -0.07022 -1.34408 -0.1 0.1 0.1 0.491
O 0.22265 1.13427 0.25866 0.2 0.3 -0.1 -0.537
C -0.26537 -0.92727 0.43502 0.0 0.3 0.1 -0.493
O 1.61048 -0.06757 1.71657 0.2 0.0 0.2 -0.692
H -2.17526 -0.10092 -1.52401 0.0 0.0 -0.1 0.364
O 1.94405 -0.23604 -0.48632 0.4 0.0 0.0 -0.717
H -0.54782 -1.32393 1.40342 0.0 0.0 0.1 0.229
C -0.96297 0.37826 0.02966 -0.3 -0.3 0.4 0.241
H -0.24599 -1.69948 -0.32708 0.0 0.0 0.0 0.222
C 0.99841 -0.05173 0.50196 -0.5 -0.3 -0.3 0.749
N -1.31167 0.40640 -1.36974 0.1 0.1 -0.2 -0.861
H -1.76563 0.71872 0.70565 0.2 0.0 -0.2 0.150
H 2.40978 0.47319 1.67016 0.0 0.0 -0.1 0.486
H -1.44359 1.36632 -1.66987 -0.1 0.0 0.0 0.370

***

Molecular weight: 453.6; 132.1; 979.1; 140.6; 1150.7; 105.1 (g mol⁻¹)
Energy above the lowest of the compared OMol25 structures with the same formula, charge and spin: 153.9; 486.9; 0.0; 31.4; 27.2; 162.5 (kJ/mol)
Max |F|: 2.979; 0.847; 3.057; 3.409; 0.561; 0.675 (eV/A)